{
  "formula": "C14H48O10",
  "method": "ωB97M-V/def2-TZVPD",
  "lumo_ev": 0.0513,
  "molar_mass_g_mol": 376.53,
  "energy_ev": -35767.4174,
  "e_homo_ha": -0.356,
  "symbols": ["C", "C", "C", "O", "H", "H", "H", "H", "H", "H", "H", "H", "C", "C", "C", "O", "H", "H", "H", "H", "H", "H", "H", "H", "C", "O", "H", "H", "H", "H", "C", "O", "H", "H", "H", "H", "C", "O", "H", "H", "H", "H", "C", "O", "H", "H", "H", "H", "C", "O", "H", "H", "H", "H", "C", "O", "H", "H", "H", "H", "C", "O", "H", "H", "H", "H", "C", "O", "H", "H", "H", "H"],
  "positions_angstrom": [[-0.541, 1.390, -0.658], [-1.160, 0.074, -0.188], [-0.164, -1.073, -0.353], [-1.542, 0.086, 1.191], [-0.144, 1.231, -1.660], [0.349, 1.577, -0.053], [-1.318, 2.150, -0.656], [-2.011, -0.148, -0.843], [0.436, -0.921, -1.256], [-0.583, -2.070, -0.470], [0.616, -1.125, 0.413], [-2.346, 0.630, 1.241], [4.866, -0.026, -0.510], [4.919, -1.503, -0.134], [3.902, -2.294, -0.930], [6.265, -1.989, -0.304], [4.760, 0.095, -1.593], [5.701, 0.592, -0.189], [3.962, 0.422, -0.079], [4.665, -1.657, 0.922], [3.867, -3.333, -0.591], [4.229, -2.372, -1.976], [2.920, -1.841, -0.839], [6.235, -2.553, -1.087], [-1.398, 1.147, -4.444], [-0.407, 0.303, -4.983], [-2.013, 1.726, -5.131], [-2.002, 0.613, -3.708], [-0.955, 1.888, -3.764], [0.380, 0.803, -5.210], [-0.649, -4.904, 0.758], [-0.487, -5.292, 2.112], [-1.149, -5.717, 0.237], [-1.267, -4.002, 0.661], [0.282, -4.637, 0.246], [0.017, -4.564, 2.504], [1.304, -2.293, -3.499], [-0.103, -2.368, -3.439], [1.695, -1.362, -3.915], [1.752, -2.363, -2.497], [1.750, -3.158, -3.999], [-0.411, -1.491, -3.702], [-2.444, 5.575, 0.727], [-2.105, 6.714, -0.058], [-1.955, 5.530, 1.696], [-3.510, 5.624, 1.004], [-2.334, 4.652, 0.150], [-2.470, 6.552, -0.930], [2.067, -3.153, 4.320], [1.484, -2.794, 3.072], [3.156, -3.100, 4.257], [1.676, -2.537, 5.127], [1.832, -4.205, 4.472], [1.478, -1.832, 2.976], [-3.322, 2.244, 2.862], [-3.881, 1.854, 1.622], [-2.838, 1.406, 3.360], [-2.628, 3.083, 2.753], [-4.069, 2.572, 3.594], [-4.602, 2.447, 1.402], [-3.826, 2.867, -1.903], [-2.792, 3.484, -2.659], [-4.804, 3.193, -2.268], [-3.731, 1.781, -1.946], [-3.722, 3.106, -0.838], [-2.645, 4.361, -2.303], [0.295, 0.173, 4.011], [0.879, 0.162, 2.716], [-0.434, 0.981, 4.088], [-0.216, -0.768, 4.249], [1.100, 0.262, 4.738], [0.140, 0.097, 2.082]],
  "atomic_forces_ev_per_a": [[0.1, -1.0, 0.3], [0.9, -0.9, -0.4], [0.9, -0.1, -0.6], [-0.5, 0.4, -0.4], [-0.3, 0.2, -0.2], [-0.3, 0.5, 0.3], [0.4, 0.5, 0.1], [-0.2, 0.0, 0.3], [-0.3, 0.1, -0.2], [-0.3, 0.1, 0.2], [-0.4, 0.2, 0.4], [0.2, -0.1, 0.2], [-0.8, 0.3, 0.0], [0.4, 0.4, 0.3], [0.7, -0.6, -0.1], [-0.6, -0.3, -0.3], [0.2, -0.1, 0.0], [0.2, -0.4, 0.2], [0.1, -0.1, 0.0], [0.2, 0.3, 0.0], [-0.2, 0.1, 0.2], [-0.3, 0.4, -0.1], [-0.1, 0.0, -0.1], [0.3, 0.1, 0.2], [0.4, 1.2, 1.7], [-0.2, -0.6, -0.2], [0.0, -0.4, -0.4], [-0.3, -0.5, -0.6], [0.2, 0.2, -0.3], [-0.1, 0.2, 0.0], [-0.4, 0.3, -0.2], [0.4, 0.5, -0.2], [0.1, 0.0, -0.1], [-0.2, -0.1, 0.1], [0.2, -0.4, 0.1], [0.0, -0.1, 0.2], [0.9, -0.5, 0.9], [0.1, 0.4, -0.2], [-0.2, -0.1, -0.3], [-0.4, 0.1, 0.0], [-0.3, 0.2, -0.5], [-0.2, -0.2, -0.2], [-1.5, 0.0, -0.2], [0.3, -0.3, 0.5], [0.7, 0.2, -0.3], [0.0, 0.0, -0.1], [0.4, -0.1, 0.3], [0.0, 0.2, -0.1], [0.1, -0.2, -0.7], [-0.2, -0.1, 0.0], [0.1, 0.3, 0.2], [0.1, -0.1, 0.2], [-0.2, 0.0, 0.2], [0.0, 0.1, -0.1], [-0.2, 0.7, 1.0], [0.1, -0.2, 0.0], [0.2, -0.1, -0.5], [0.2, -0.2, -0.1], [-0.2, 0.0, -0.3], [0.0, 0.0, 0.0], [0.0, 0.2, 0.4], [0.1, -0.3, 0.0], [0.0, -0.2, 0.1], [0.0, 0.1, -0.4], [-0.1, 0.1, -0.1], [0.0, 0.1, -0.1], [-0.1, -0.3, -0.1], [0.0, -0.3, 0.0], [0.1, 0.1, 0.3], [-0.1, 0.0, -0.2], [0.0, 0.4, 0.0], [0.0, 0.1, 0.2]],
  "mulliken_charge": [-0.813, 0.790, -0.768, -0.663, 0.226, 0.309, -0.014, 0.422, -0.044, 0.191, 0.160, 0.312, -1.132, 0.715, -1.108, -0.567, 0.257, 0.367, 0.223, 0.163, 0.334, 0.478, -0.112, 0.327, -0.577, -0.531, 0.377, 0.173, 0.259, 0.309, -0.372, -0.552, 0.346, 0.144, 0.145, 0.280, -0.294, -0.513, 0.223, -0.028, 0.362, 0.287, -0.191, -0.528, 0.301, 0.287, -0.201, 0.297, -0.699, -0.330, 0.260, 0.307, 0.252, 0.282, -0.626, -0.635, 0.215, 0.192, 0.444, 0.317, -0.383, -0.431, 0.351, 0.212, 0.029, 0.253, -0.780, -0.600, 0.224, 0.283, 0.318, 0.490]
}

{
  "formula": "C2H7NP2S",
  "method": "ωB97M-V/def2-TZVPD",
  "lumo_ev": -0.8097,
  "molar_mass_g_mol": 139.10,
  "energy_ev": -33087.5407,
  "e_homo_ha": -0.290,
  "symbols": ["C", "C", "N", "P", "P", "S", "H", "H", "H", "H", "H", "H", "H"],
  "positions_angstrom": [[-0.741, 0.370, -0.385], [-2.154, -0.150, 0.024], [2.528, -0.758, 0.086], [0.904, -0.852, 0.457], [3.562, 0.367, -0.083], [-0.474, 1.981, 0.191], [-2.299, -0.267, 1.119], [-2.276, -1.211, -0.327], [-2.878, 0.496, -0.525], [-0.549, 0.495, -1.503], [0.377, -1.770, -0.495], [4.695, -0.355, 0.027], [-0.696, 1.656, 1.414]],
  "atomic_forces_ev_per_a": [[1.8, -1.2, -0.6], [1.0, -1.5, -1.1], [-1.5, -0.6, -0.4], [-3.0, 0.1, -0.4], [-0.7, 2.4, -0.3], [0.4, 2.2, -0.8], [0.1, 0.8, -0.7], [0.0, 0.9, -0.1], [0.2, -0.5, 0.9], [-0.6, -0.8, 1.3], [0.9, -0.5, 0.2], [1.7, -1.2, 0.1], [-0.2, -0.1, 1.8]],
  "nbo_charge": [-0.568, -0.656, -1.202, 0.740, 0.877, 0.003, 0.222, 0.213, 0.234, 0.225, -0.056, -0.125, 0.093]
}

{
  "formula": "C25H26N2O2",
  "method": "ωB97M-V/def2-TZVPD",
  "lumo_ev": 0.6889,
  "molar_mass_g_mol": 386.49,
  "energy_ev": -33422.8916,
  "e_homo_ha": -0.287,
  "symbols": ["C", "C", "O", "C", "C", "C", "C", "C", "C", "H", "H", "N", "C", "O", "C", "C", "C", "C", "C", "C", "H", "H", "C", "N", "C", "C", "C", "C", "C", "C", "C", "C", "C", "H", "H", "H", "H", "H", "H", "H", "H", "H", "H", "H", "H", "H", "H", "H", "H", "H", "H", "H", "H", "H", "H"],
  "positions_angstrom": [[-9.494, -0.642, -0.217], [-9.136, 0.838, -0.107], [-8.117, 1.083, 0.841], [-6.823, 0.779, 0.539], [-6.351, 0.353, -0.698], [-5.005, 0.091, -0.887], [-4.101, 0.248, 0.155], [-4.573, 0.681, 1.395], [-5.911, 0.942, 1.583], [-6.281, 1.278, 2.539], [-3.882, 0.811, 2.217], [-2.734, -0.022, 0.030], [-2.033, -0.407, -1.075], [-2.509, -0.528, -2.186], [-0.586, -0.662, -0.808], [0.317, -0.421, -1.838], [1.666, -0.666, -1.664], [2.138, -1.179, -0.463], [1.233, -1.436, 0.561], [-0.113, -1.179, 0.397], [-0.797, -1.422, 1.199], [1.605, -1.838, 1.491], [3.598, -1.484, -0.259], [4.038, -0.997, 1.039], [5.273, -1.594, 1.503], [6.474, -1.281, 0.603], [6.498, 0.169, 0.198], [7.633, 0.697, -0.408], [7.673, 2.017, -0.814], [6.566, 2.828, -0.623], [5.433, 2.311, -0.025], [5.387, 0.986, 0.389], [4.148, 0.450, 1.067], [4.159, 0.761, 2.119], [3.252, 0.875, 0.608], [4.565, 2.939, 0.125], [6.588, 3.860, -0.940], [8.563, 2.412, -1.281], [8.493, 0.059, -0.557], [6.428, -1.897, -0.302], [7.402, -1.538, 1.120], [5.458, -1.204, 2.508], [5.131, -2.676, 1.581], [3.730, -2.571, -0.269], [4.181, -1.063, -1.094], [2.357, -0.462, -2.469], [-0.060, -0.037, -2.774], [-2.204, 0.116, 0.879], [-4.653, -0.237, -1.851], [-7.017, 0.221, -1.536], [-9.995, 1.400, 0.270], [-8.861, 1.247, -1.087], [-9.796, -1.021, 0.756], [-8.642, -1.222, -0.562], [-10.316, -0.769, -0.917]],
  "atomic_forces_ev_per_a": [[0.2, 0.3, 0.1], [-0.3, -0.2, -0.2], [0.2, 0.0, 0.2], [0.2, 0.0, 0.0], [-0.4, 0.1, 0.2], [0.3, -0.1, 0.0], [-0.4, 0.0, -0.2], [0.0, 0.0, -0.2], [-0.2, 0.0, -0.1], [0.0, 0.0, 0.1], [0.1, 0.0, 0.1], [0.3, 0.0, 0.3], [0.0, 0.1, 0.2], [-0.1, 0.0, -0.1], [0.3, -0.1, -0.1], [-0.3, 0.0, 0.0], [0.0, -0.1, 0.1], [-0.1, 0.0, -0.1], [0.1, 0.0, 0.0], [-0.1, 0.1, -0.1], [-0.1, 0.0, 0.1], [0.0, 0.0, 0.1], [0.0, 0.0, 0.1], [-0.1, 0.0, 0.0], [0.2, -0.2, 0.0], [-0.2, -0.1, 0.1], [0.0, 0.0, 0.0], [0.0, 0.1, 0.0], [0.1, 0.0, 0.0], [0.0, 0.1, 0.0], [0.0, 0.0, 0.0], [0.0, 0.0, -0.1], [-0.1, 0.1, 0.2], [-0.1, 0.0, -0.1], [0.1, 0.0, 0.1], [-0.1, 0.1, 0.0], [0.0, 0.1, 0.0], [0.1, 0.0, 0.0], [0.1, -0.1, 0.0], [0.0, 0.0, 0.0], [0.0, 0.0, 0.0], [0.0, -0.1, 0.0], [0.0, 0.1, 0.1], [0.1, 0.1, 0.0], [0.0, -0.1, 0.0], [0.1, 0.0, -0.1], [0.0, 0.0, -0.1], [0.0, 0.0, -0.2], [0.0, 0.0, 0.0], [-0.1, 0.0, 0.0], [0.1, 0.0, -0.1], [0.0, 0.0, 0.1], [0.0, -0.1, 0.1], [0.0, -0.1, 0.0], [-0.1, 0.0, -0.1]],
  "nbo_charge": [-0.638, -0.061, -0.497, 0.293, -0.293, -0.233, 0.185, -0.232, -0.247, 0.224, 0.203, -0.613, 0.668, -0.608, -0.154, -0.180, -0.156, -0.044, -0.149, -0.217, 0.208, 0.218, -0.254, -0.437, -0.206, -0.452, -0.018, -0.193, -0.213, -0.213, -0.193, -0.055, -0.247, 0.208, 0.217, 0.208, 0.213, 0.212, 0.207, 0.211, 0.221, 0.196, 0.200, 0.213, 0.182, 0.206, 0.234, 0.398, 0.256, 0.217, 0.192, 0.169, 0.214, 0.214, 0.214]
}

What is the formula in the first record?
C14H48O10